(1)
{"formula": "C12H16ClN3OS", "method": "wB97M-V/def2-TZVPD", "homo_energy_ev": -8.12, "homo_lumo_gap_ha": 0.314, "e_tot_ev": -42566.847, "lumo_energy_ev": 0.4, "symbols": ["C", "C", "C", "C", "C", "C", "C", "N", "C", "S", "N", "N", "C", "C", "O", "C", "H", "C", "H", "H", "H", "H", "H", "H", "H", "H", "H", "H", "H", "H", "Cl", "H", "H", "H"], "positions_angstrom": [[-1.249, -1.905, 0.433], [-1.931, -0.662, 0.077], [-3.309, -0.576, -0.065], [-4.147, 0.453, -0.301], [-3.514, 1.514, -0.552], [-2.219, 1.660, -0.242], [-1.523, 0.462, 0.112], [-0.068, 0.605, -0.079], [0.819, 1.596, 0.002], [0.692, 3.158, 0.086], [2.095, 1.310, 0.233], [2.363, -0.141, -0.063], [3.248, -0.979, 1.050], [4.730, -0.853, 0.871], [4.912, -1.822, -0.394], [3.785, -1.851, -1.069], [4.335, -2.209, -2.115], [3.083, -0.540, -1.167], [2.458, -0.399, -2.091], [3.806, 0.361, -1.374], [3.097, -2.621, -1.030], [5.022, 0.144, 0.775], [5.245, -1.259, 1.735], [2.746, -1.733, 1.567], [3.088, 0.018, 1.790], [2.965, 1.842, 0.142], [0.396, -0.519, 0.094], [-1.614, 2.851, -0.426], [-4.178, 2.559, -0.473], [-5.242, 0.391, -0.287], [-4.338, -2.044, 0.059], [-0.741, -1.829, 1.134], [-1.942, -2.707, 0.496], [-0.653, -2.260, -0.505]], "lowdin_charge": [0.01, -0.29, -0.48, -0.20, -0.18, -0.02, -0.24, 0.10, -0.98, 0.73, -0.04, -0.16, -0.10, -0.06, -0.12, -0.34, 0.19, -0.26, 0.13, 0.15, 0.09, 0.09, 0.12, 0.09, 0.17, 0.13, 0.22, 0.13, 0.18, 0.12, 0.64, -0.04, 0.05, 0.16]}

***

(2)
{"formula": "C10H12INOS", "method": "wB97M-V/def2-TZVPD", "homo_energy_ev": [-8.41, -8.37], "homo_lumo_gap_ha": [0.302, 0.285], "e_tot_ev": -33033.180, "lumo_energy_ev": [-0.2, -0.6], "symbols": ["C", "C", "C", "C", "C", "C", "C", "C", "C", "C", "N", "O", "S", "I", "H", "H", "H", "H", "H", "H", "H", "H", "H", "H", "H", "H"], "positions_angstrom": [[-1.299, -2.463, 1.601], [-2.095, -1.408, 1.138], [-0.041, -2.186, 2.160], [-1.547, -0.176, 1.023], [0.538, -0.871, 2.028], [-0.236, 0.052, 1.439], [0.141, 0.927, -2.585], [-0.328, 1.755, -3.819], [-1.136, 1.814, -2.562], [1.894, -0.501, 2.604], [1.272, 1.103, -1.814], [3.838, -1.229, 0.957], [3.056, -0.002, 1.239], [0.544, 2.029, 1.326], [-1.694, -3.442, 1.876], [-3.195, -1.438, 0.988], [0.479, -2.911, 2.758], [-2.262, 0.490, 0.694], [0.289, 2.581, -4.067], [-0.754, 1.100, -4.688], [-2.054, 1.228, -2.333], [-1.017, 2.617, -1.893], [2.291, -1.357, 3.259], [1.705, 0.333, 3.260], [1.630, 2.056, -1.780], [-0.018, -0.101, -2.811]], "lowdin_charge": [-0.07, -0.10, -0.01, -0.16, -0.37, -0.60, -0.43, -0.10, -0.11, -0.42, 0.08, -0.56, 0.81, 0.96, 0.10, 0.12, 0.10, 0.08, 0.08, 0.14, 0.11, 0.06, 0.12, 0.03, 0.02, 0.11]}

***

(3)
{"formula": "C6H5N", "method": "wB97M-V/def2-TZVPD", "homo_energy_ev": -9.24, "homo_lumo_gap_ha": 0.352, "e_tot_ev": -7791.795, "lumo_energy_ev": 0.3, "smiles": "N#CC1=CCC=C1", "symbols": ["N", "C", "C", "C", "C", "C", "C", "H", "H", "H", "H", "H"], "positions_angstrom": [[3.551, 0.064, -0.006], [2.388, -0.022, 0.031], [0.953, -0.004, -0.029], [0.142, -1.094, -0.030], [-1.288, -0.634, 0.006], [-1.161, 0.861, -0.004], [0.147, 1.226, -0.043], [0.425, -2.140, -0.105], [-1.761, -0.999, 0.931], [-1.902, -1.023, -0.788], [-2.004, 1.533, 0.036], [0.509, 2.232, 0.001]], "lowdin_charge": [0.14, -0.17, -0.25, -0.02, -0.18, -0.07, -0.03, 0.12, 0.13, 0.12, 0.10, 0.10]}

***

> Number 1 is which compound?

C12H16ClN3OS